Model w:
{"formula": "C3H12N2", "method": "ωB97M-V/def2-TZVPD", "elements": ["C", "N", "H", "H", "H", "H", "H", "C", "C", "N", "H", "H", "H", "H", "H", "H", "H"], "coordinates": [[2.520, 0.566, -1.850], [1.695, -0.603, -1.754], [2.645, 1.071, -2.814], [3.535, 0.259, -1.544], [2.298, 1.312, -1.088], [0.713, -0.443, -1.593], [1.727, -1.324, -2.455], [-1.305, -1.120, 0.831], [-1.238, 0.354, 1.172], [-2.358, 0.689, 2.091], [-0.962, -1.843, 1.567], [-2.315, -1.410, 0.543], [-0.725, -1.253, -0.091], [-0.280, 0.720, 1.552], [-1.374, 0.945, 0.264], [-2.367, 1.701, 2.137], [-2.209, 0.378, 3.033]], "smiles": "CCN.CN", "lumo_ev": 1.032, "spin_multiplicity": 1, "homo_lumo_gap_ev": 10.09, "e_homo_ev": -9.1}

=====

Model x:
{"formula": "C3H12N2", "method": "ωB97M-V/def2-TZVPD", "elements": ["C", "C", "H", "H", "H", "H", "H", "H", "N", "C", "N", "H", "H", "H", "H", "H", "H"], "coordinates": [[0.014, 1.826, 2.683], [-0.622, 0.399, 2.190], [0.446, 1.823, 3.690], [0.916, 2.121, 2.127], [-0.752, 2.586, 2.713], [0.225, -0.278, 2.037], [-1.158, 0.443, 1.231], [-1.287, -0.070, 2.923], [1.056, -0.515, -3.035], [0.304, -0.575, -1.753], [-0.622, -1.756, -1.509], [0.815, 0.121, -3.794], [0.931, -1.497, -3.353], [-0.237, 0.372, -1.684], [0.983, -0.573, -0.881], [0.021, -2.463, -1.175], [-1.032, -1.964, -2.411]], "smiles": "NCN.CC", "lumo_ev": 1.077, "spin_multiplicity": 1, "homo_lumo_gap_ev": 10.16, "e_homo_ev": -9.1}

=====

The data favor model w; the next most stable structure lies 6.1 kcal/mol above it.

=====

Model w:
{"formula": "C2H2F2S2", "method": "ωB97M-V/def2-TZVPD", "elements": ["C", "C", "F", "F", "S", "S", "H", "H"], "coordinates": [[1.257, -0.635, 0.480], [0.083, 0.087, 0.913], [1.074, -2.026, 0.421], [0.135, 1.083, 1.804], [-0.846, 0.949, -2.266], [0.851, 0.559, -0.672], [-0.864, -0.294, 0.874], [-1.690, 0.277, -1.554]], "lumo_ev": [-1.497, -1.497], "spin_multiplicity": 1, "homo_lumo_gap_ev": [7.62, 7.62], "e_homo_ev": [-9.1, -9.1]}

=====

Model x:
{"formula": "C2H2F2S2", "method": "ωB97M-V/def2-TZVPD", "elements": ["C", "C", "F", "F", "S", "S", "H", "H"], "coordinates": [[-0.573, 0.304, -0.144], [0.444, -0.315, 0.362], [-1.259, 1.152, 0.713], [1.147, -1.379, -0.660], [-1.342, 0.003, -1.722], [1.492, -0.223, 1.699], [-2.497, -0.085, -1.290], [2.588, 0.544, 1.040]], "smiles": "F/C(S)=C(/F)S", "lumo_ev": 0.074, "spin_multiplicity": 1, "homo_lumo_gap_ev": 9.95, "e_homo_ev": -9.9}

=====

The data favor model x; the next most stable structure lies 35.2 kcal/mol above it.

=====

Model w:
{"formula": "C10H12OS", "method": "ωB97M-V/def2-TZVPD", "elements": ["C", "C", "C", "C", "C", "C", "C", "C", "C", "C", "O", "S", "H", "H", "H", "H", "H", "H", "H", "H", "H", "H", "H", "H"], "coordinates": [[-2.395, -1.849, 0.747], [-3.271, -1.329, -0.141], [-1.091, -1.341, 1.039], [-3.190, -0.112, -0.934], [0.373, 0.692, 1.122], [1.495, 0.403, 0.433], [-0.886, -0.007, 0.999], [-2.700, 1.025, -0.502], [2.671, 1.323, 0.702], [1.355, -0.405, -0.781], [-2.531, 2.093, -1.316], [-2.247, 1.255, 1.259], [-2.467, -2.874, 0.956], [-4.252, -1.732, -0.229], [-0.260, -2.061, 1.204], [-3.538, -0.065, -1.998], [0.410, 1.382, 1.954], [2.835, 1.756, -0.260], [2.273, 1.973, 1.421], [3.569, 0.881, 1.093], [1.400, 0.352, -1.579], [2.063, -1.103, -1.143], [0.407, -0.872, -0.944], [-2.215, 2.830, -0.733]], "smiles": "CC(C)=CC1=CC=CC=C(O)S1", "lumo_ev": 0.274, "spin_multiplicity": 1, "homo_lumo_gap_ev": 8.42, "e_homo_ev": -8.1}

=====

Model x:
{"formula": "C10H12OS", "method": "ωB97M-V/def2-TZVPD", "elements": ["O", "S", "C", "C", "C", "C", "C", "C", "C", "C", "C", "C", "H", "H", "H", "H", "H", "H", "H", "H", "H", "H", "H", "H"], "coordinates": [[3.569, 0.982, -0.636], [0.654, -0.115, 1.636], [2.977, 0.448, 0.296], [-2.118, -0.370, 1.257], [-0.799, -0.201, 0.697], [-3.229, -0.265, 0.480], [-0.648, -0.048, -0.660], [3.755, 0.361, 1.644], [-3.148, 0.050, -0.971], [-1.806, -0.174, -1.630], [0.766, 0.128, -1.088], [1.666, -0.300, 0.117], [-2.255, -0.482, 2.325], [-4.208, -0.353, 0.926], [3.823, -0.691, 1.959], [3.220, 0.950, 2.421], [4.755, 0.796, 1.566], [-3.943, -0.457, -1.527], [-3.381, 1.105, -1.062], [-1.796, -1.194, -2.085], [-1.664, 0.562, -2.420], [0.995, -0.533, -1.965], [0.924, 1.183, -1.314], [1.893, -1.380, 0.035]], "smiles": "CC(=O)[C@@H]1CC2=C(C=CCC2)S1", "lumo_ev": 0.734, "spin_multiplicity": 1, "homo_lumo_gap_ev": 8.30, "e_homo_ev": -7.6}

=====

The data favor model x; the next most stable structure lies 50.5 kcal/mol above it.